{
  "formula": "C4H11NO",
  "method": "wB97M-V/def2-TZVPD",
  "homo_ev": -8.750,
  "max_force_ev_per_a": 6.483,
  "orbital_gap_ha": 0.3369,
  "elements": ["C", "C", "C", "C", "H", "H", "H", "H", "H", "H", "H", "H", "H", "H", "H", "N", "O"],
  "coordinates": [[1.5766, -0.0322, 0.4610], [0.1333, 0.2429, 0.4759], [0.2414, 1.6901, -0.2305], [-0.4037, -0.8983, -0.4246], [1.8210, 0.6020, 1.4837], [2.3689, 0.4577, -0.3656], [1.8152, -1.2878, 0.5338], [0.6954, 1.8091, -1.1878], [0.6920, 2.5051, 0.2676], [-0.8519, 1.9288, -0.4996], [-1.3047, -0.9686, 1.2839], [-0.0596, -0.4591, -1.4277], [0.3044, -1.8990, -0.1737], [-1.8429, -2.3066, -0.5825], [-2.5551, -0.5220, -0.7740], [-1.8681, -1.3173, -0.2787], [-0.7624, 0.4552, 1.4385]],
  "mulliken_charge": [-1.1869, 1.4463, -1.6091, -0.9164, 0.2947, 0.2184, 0.2594, 0.4374, 0.4339, 0.3091, 0.4661, 0.1935, 0.3669, 0.2917, 0.2972, -0.5135, -0.7886]
}